(1)
16
Properties=species:S:1:pos:R:3 method="wB97M-V/def2-TZVPD" e_homo_ev=-10.17 relative_energy_ev=0.000 lumo_ev=-1.142 e_tot_ev=-19871.407 homo_lumo_gap_ev=9.025
B -1.24 3.00 0.92
S -0.66 1.26 1.42
C 0.55 0.86 0.19
O -1.79 0.37 1.26
O 0.02 1.37 2.70
H -2.07 3.07 0.08
H -0.74 3.92 1.47
H 0.12 0.15 -0.52
H 1.40 0.43 0.73
H 0.88 1.77 -0.32
C 0.71 -2.91 -1.05
O 0.55 -1.74 -1.83
H 1.35 -2.64 -0.21
H -0.24 -3.27 -0.65
H 1.19 -3.71 -1.61
H -0.03 -1.94 -2.58

=====

(2)
14
Properties=species:S:1:pos:R:3 method="wB97M-V/def2-TZVPD" e_homo_ev=-9.00 relative_energy_ev=1.028 total_charge=+1 lumo_ev=-6.116 e_tot_ev=-14905.667 homo_lumo_gap_ev=2.883
F 2.47 0.06 0.74
C 1.21 -0.31 -0.01
C 0.16 0.84 -0.01
P -1.59 0.02 -0.09
H 1.44 -0.52 -1.09
H 0.83 -1.26 0.44
H 0.22 1.49 0.90
H 0.41 1.49 -0.88
H -1.18 -1.05 0.84
H -1.09 -0.77 -1.24
H -2.04 1.08 -0.96
H -2.02 0.77 1.09
H -2.88 -0.62 -0.20
Ba 4.05 -1.22 0.48

=====

(3)
14
Properties=species:S:1:pos:R:3 method="wB97M-V/def2-TZVPD" e_homo_ev="-8.02 / -8.01" relative_energy_ev=3.098 lumo_ev="-0.561 / -0.561" e_tot_ev=-30495.091 homo_lumo_gap_ev="7.456 / 7.451"
C -0.91 -0.88 -2.33
C 0.04 1.76 2.25
Si -1.21 -0.47 -0.47
Si -1.01 1.63 0.68
Cl -0.11 2.99 -0.66
H -0.49 -1.88 -2.52
H -1.92 -1.14 -2.74
H -0.60 0.01 -2.92
H -0.11 2.79 2.80
H -0.05 0.92 2.97
H 1.07 1.72 1.92
H -2.17 -1.52 0.16
H 0.81 -1.87 0.40
H -2.38 1.76 0.96

=====

(4)
20
Properties=species:S:1:pos:R:3 method="wB97M-V/def2-TZVPD" e_homo_ev=-9.70 relative_energy_ev=0.000 lumo_ev=0.900 e_tot_ev=-34800.494 homo_lumo_gap_ev=10.602
C 1.03 -2.23 -0.32
C -0.08 1.52 -0.30
N 3.10 -0.62 0.87
N 1.09 1.39 0.54
N -3.68 0.89 0.37
O 1.18 -0.95 -0.86
O -1.13 0.58 0.00
F 2.61 0.87 -1.21
F -2.64 -1.16 -0.39
P 1.98 0.03 0.02
P -2.59 0.37 -0.84
H 0.52 -2.80 -1.13
H 0.32 -2.18 0.62
H 2.04 -2.58 0.08
H 0.34 1.36 -1.38
H 0.78 1.39 1.46
H -0.39 2.51 -0.19
H 3.77 0.06 1.22
H -3.55 0.54 1.26
H -4.70 1.00 0.18

=====

(5)
12
Properties=species:S:1:pos:R:3 method="wB97M-V/def2-TZVPD" e_homo_ev=-10.24 relative_energy_ev=0.389 lumo_ev=1.024 e_tot_ev=-3709.667 homo_lumo_gap_ev=11.265
C 1.23 -0.84 -0.09
C 1.37 0.73 -0.03
H 2.28 -1.23 0.16
H 0.49 -1.15 0.67
H 0.82 -1.21 -1.02
H 1.83 0.92 0.98
H 0.47 1.37 -0.16
H 2.04 1.06 -0.85
N -2.71 -0.08 -0.15
H -3.46 0.04 0.53
H -1.99 -0.56 0.28
H -2.38 0.93 -0.32

=====

(6)
12
Properties=species:S:1:pos:R:3 method="wB97M-V/def2-TZVPD" e_homo_ev=-9.32 relative_energy_ev=0.429 lumo_ev=1.235 e_tot_ev=-3709.627 homo_lumo_gap_ev=10.553
C -2.10 -2.21 1.86
N -0.99 -3.15 1.65
H -1.83 -1.31 1.33
H -2.29 -1.88 2.89
H -3.02 -2.63 1.47
H -0.22 -2.87 2.23
H -1.26 -4.08 1.90
C 2.32 3.61 -2.66
H 1.24 3.66 -2.66
H 2.76 2.92 -3.37
H 2.67 3.37 -1.66
H 2.72 4.58 -2.98

=====

(7)
13
Properties=species:S:1:pos:R:3 method="wB97M-V/def2-TZVPD" e_homo_ev=-13.31 relative_energy_ev=1.284 total_charge=+1 lumo_ev=-3.761 e_tot_ev=-5192.670 homo_lumo_gap_ev=9.550
N -0.75 1.71 -0.18
H -0.53 1.94 -1.13
H -0.20 0.91 0.23
H -0.60 2.47 0.46
H -1.74 1.43 -0.07
C 1.04 -0.29 0.75
C 0.58 -0.89 -0.38
N -0.44 -1.89 -0.31
H 0.83 -0.67 1.74
H 1.58 0.66 0.66
H 0.86 -0.52 -1.37
H -0.38 -2.28 0.66
H -0.26 -2.57 -1.06

=====

(8)
13
Properties=species:S:1:pos:R:3 method="wB97M-V/def2-TZVPD" e_homo_ev=-14.01 relative_energy_ev=1.725 total_charge=+1 lumo_ev=-3.910 e_tot_ev=-5192.229 homo_lumo_gap_ev=10.096
N 0.85 1.10 -1.42
C -0.25 0.68 -0.56
C 0.38 -0.22 0.60
N -0.54 -1.15 1.23
H 0.98 2.05 -1.34
H 0.53 0.95 -2.43
H -0.96 1.43 -0.05
H -0.84 -0.08 -1.26
H 0.91 -1.00 0.02
H 1.10 0.40 1.25
H 0.14 -1.77 1.64
H -1.05 -1.64 0.46
H -1.24 -0.75 1.85

=====

(9)
13
Properties=species:S:1:pos:R:3 method="wB97M-V/def2-TZVPD" e_homo_ev=-13.34 relative_energy_ev=0.645 total_charge=+1 lumo_ev=-3.893 e_tot_ev=-5193.309 homo_lumo_gap_ev=9.448
N -0.30 -1.87 -0.66
C 0.02 -0.81 0.25
C -0.24 0.56 -0.40
N 0.29 1.63 0.50
H -1.00 -2.52 -0.36
H 0.46 -2.26 -1.20
H -0.66 -0.91 1.10
H 1.06 -0.85 0.57
H 0.33 0.63 -1.34
H -1.27 0.73 -0.69
H 0.02 2.56 0.21
H 1.32 1.58 0.54
H -0.03 1.53 1.47

=====

(10)
13
Properties=species:S:1:pos:R:3 method="wB97M-V/def2-TZVPD" e_homo_ev=-14.56 relative_energy_ev=0.866 total_charge=+1 lumo_ev=-3.281 e_tot_ev=-5193.088 homo_lumo_gap_ev=11.278
N 2.16 -0.13 0.39
H 1.00 0.32 -0.31
H 2.83 -0.63 -0.18
H 2.60 0.72 0.73
H 2.02 -0.68 1.24
C -1.87 -0.27 0.63
C -1.01 -0.40 -0.37
N -0.10 0.69 -0.71
H -1.85 0.38 1.50
H -2.46 -1.17 0.71
H -1.06 -1.19 -1.10
H -0.42 1.54 -0.26
H 0.04 0.97 -1.68